Record 1
A structure of composition C45H50BHfN8 at a distorted geometry, computed with ωB97M-V/def2-TZVPD.

The geometry in XYZ format:
```
105
Properties=species:S:1:pos:R:3:forces:R:3:mulliken_charge:R:1
Hf 0.330994 -0.772914 0.983941 0.2 0.8 0.5 -1.62
C -2.105503 -3.145228 3.850864 0.1 0.1 -0.1 -1.49
C -2.059763 -2.471662 2.635948 -0.2 -0.2 0.3 -0.31
N -0.863122 -1.911060 2.463522 -0.5 -0.4 0.3 1.09
N -0.136216 -2.202308 3.559110 0.0 -0.5 0.8 -0.28
C -0.858833 -2.943162 4.409669 -0.1 0.1 -0.3 -0.14
B 1.276200 -1.655515 3.742713 -0.2 0.0 -0.1 -0.14
N 1.180700 -0.113834 3.674746 0.4 0.0 0.9 0.59
C 1.568676 0.757140 4.615534 -0.1 0.1 -0.3 -0.44
C 1.271217 2.034361 4.183500 -0.2 -0.1 -0.3 -1.46
C 0.682191 1.856001 2.937755 0.0 0.2 0.2 -0.48
N 0.616129 0.555185 2.649831 0.1 0.4 0.1 1.02
N 2.149378 -2.232578 2.604950 0.6 -0.3 0.7 0.17
C 3.348270 -2.811798 2.755656 -0.1 0.1 -0.4 -0.23
C 3.771090 -3.278906 1.527611 -0.2 0.1 -0.1 -1.31
C 2.743822 -2.944618 0.653495 0.3 -0.3 0.0 -0.04
N 1.762156 -2.327020 1.313085 0.8 -1.0 -0.3 0.37
H -2.927054 -3.698882 4.255321 -0.1 -0.1 0.1 0.51
H -2.836611 -2.358089 1.906352 -0.1 0.0 -0.2 0.39
H -0.446997 -3.273501 5.342653 0.1 0.0 0.2 0.52
H 1.737900 -1.971472 4.782466 0.1 -0.1 0.2 -0.08
H 2.023423 0.438769 5.530362 0.1 -0.2 0.2 0.50
H 1.449332 2.957079 4.693338 0.0 0.2 0.1 0.59
H 0.320356 2.597813 2.248067 -0.1 0.0 -0.1 0.53
H 3.833149 -2.856031 3.709009 0.0 0.0 0.3 0.50
H 4.682053 -3.790746 1.299104 0.2 -0.1 0.0 0.49
H 2.674132 -3.135454 -0.403056 -0.1 0.1 -0.1 0.41
C 3.967149 2.534933 0.018968 0.2 -0.2 0.1 -1.48
C 4.275043 1.064820 0.320150 -0.2 0.1 0.2 0.44
C 3.631941 0.638699 1.634148 0.1 0.0 -0.2 -1.09
C 3.877215 0.223248 -0.877394 0.0 0.0 0.1 0.49
C 4.919833 -0.105205 -1.739745 0.0 -0.1 -0.1 -1.17
C 4.706743 -0.735349 -2.948107 -0.1 0.0 0.0 -1.59
C 3.414930 -1.067656 -3.300285 0.1 0.0 0.0 -0.48
C 2.344196 -0.780070 -2.466076 -0.2 0.1 0.3 1.22
C 0.963857 -1.191999 -2.927910 -0.1 -0.1 -0.1 1.71
C 0.614850 -0.528220 -4.264849 -0.1 0.0 0.3 -1.71
C 0.856493 -2.716892 -3.040734 0.0 0.3 0.1 -1.51
C 2.556845 -0.118089 -1.236511 0.7 -0.1 -0.6 -0.64
N 1.416016 0.200208 -0.431023 0.6 -0.3 -0.9 1.47
C 0.505857 1.092838 -0.991882 -1.4 0.5 0.0 -0.09
C -0.849771 1.019173 -0.670030 1.4 0.5 -0.9 0.79
N -1.284337 0.037555 0.193083 -1.4 -0.2 -0.3 1.37
C -2.667094 -0.184977 0.379309 -1.1 -0.3 -0.1 -1.28
C -3.419795 0.619795 1.245725 0.4 -0.1 -0.2 0.55
C -4.750048 0.294041 1.475970 0.0 -0.1 0.0 -0.35
C -5.326215 -0.808314 0.870663 0.0 0.0 0.0 -1.55
C -4.593953 -1.570219 -0.024519 0.0 0.0 0.0 -0.01
C -3.271519 -1.254548 -0.301384 0.3 0.3 -0.1 0.79
C -2.457752 -2.015889 -1.322119 0.1 -0.1 -0.1 1.58
C -3.287682 -2.490582 -2.514379 0.1 0.1 0.2 -2.00
C -1.733297 -3.202874 -0.668825 -0.1 0.4 -0.3 -0.54
C -2.771469 1.787991 1.945396 0.0 0.0 0.2 1.57
C -3.568727 3.082995 1.789244 0.2 -0.2 -0.1 -1.82
C -2.583009 1.437223 3.424287 0.1 0.0 -0.2 -1.45
C -1.592481 1.989237 -1.464037 -0.1 0.4 -0.2 -0.01
C -2.912942 2.305058 -1.673301 0.3 -0.3 0.2 -0.36
C -3.221209 3.318469 -2.602317 -0.1 0.3 -0.3 -1.26
C -2.263011 3.980823 -3.328180 -0.1 0.0 0.0 -0.90
C -0.896688 3.640710 -3.181683 0.1 -0.4 0.4 0.52
C 0.211534 4.145377 -3.903491 0.1 0.1 0.0 -0.94
C 1.468400 3.645917 -3.673581 0.0 0.3 -0.3 -1.33
C 1.729209 2.627281 -2.736941 -0.2 -0.3 0.4 0.47
C 0.682916 2.130252 -1.999856 0.0 0.5 -0.2 0.14
C -0.612364 2.660173 -2.239560 0.0 -0.1 0.0 -0.06
H 4.330212 3.176166 0.818861 0.0 0.1 0.1 0.51
H 2.896845 2.687708 -0.094631 -0.2 0.1 0.0 0.06
H 4.456304 2.830871 -0.905309 0.0 0.1 -0.1 0.38
H 5.360111 0.965412 0.440767 -0.1 0.0 -0.1 0.73
H 2.549094 0.660856 1.510326 0.5 0.1 0.2 -0.27
H 3.917741 1.324130 2.430744 0.0 0.1 0.1 0.63
H 3.955541 -0.360338 1.919179 0.0 -0.1 0.0 0.24
H 5.929334 0.165538 -1.466623 0.1 0.1 0.1 0.43
H 5.533244 -0.959733 -3.604754 0.1 0.0 -0.1 0.42
H 3.233582 -1.556133 -4.245018 -0.1 -0.1 -0.1 0.44
H 0.230231 -0.865348 -2.182004 0.1 0.0 -0.2 -1.13
H 1.255635 -0.902017 -5.059669 0.1 0.0 -0.1 0.42
H 0.736674 0.551247 -4.200446 0.0 0.0 -0.1 0.29
H -0.417556 -0.746350 -4.529292 -0.1 0.0 -0.1 0.43
H 1.618724 -3.120589 -3.702784 0.1 -0.1 0.0 0.44
H -0.115888 -2.976358 -3.451912 -0.1 -0.2 0.0 0.38
H 0.958752 -3.182254 -2.059069 0.0 -0.1 0.0 0.26
H -5.343075 0.903845 2.140832 0.0 0.1 0.1 0.44
H -6.353307 -1.065362 1.082009 -0.1 0.0 0.0 0.42
H -5.064789 -2.409243 -0.513761 0.0 -0.1 -0.1 0.36
H -1.696329 -1.324476 -1.700517 -0.1 -0.1 0.0 -0.66
H -3.931399 -3.319129 -2.237736 -0.2 -0.2 0.0 0.47
H -2.632037 -2.832836 -3.311753 0.0 0.0 -0.1 0.39
H -3.907519 -1.683492 -2.894350 -0.1 0.1 -0.1 0.39
H -2.430068 -3.804811 -0.085740 0.1 0.0 0.2 0.27
H -0.914870 -2.852441 -0.012853 -0.2 -0.3 0.0 -0.26
H -1.308261 -3.836681 -1.442036 0.2 -0.1 0.0 0.61
H -1.785172 1.941109 1.493015 -0.2 0.0 0.1 -0.62
H -4.519504 3.025074 2.311544 -0.1 0.0 0.1 0.38
H -3.761531 3.291036 0.739642 0.0 0.1 0.0 0.38
H -3.002294 3.911920 2.206872 0.0 0.1 0.1 0.46
H -3.548387 1.291791 3.903830 -0.1 0.0 0.1 0.44
H -2.059075 2.238600 3.939776 0.1 0.1 0.1 0.40
H -2.005023 0.516867 3.522586 0.0 0.0 0.1 0.13
H -3.716161 1.789791 -1.165250 0.0 0.0 0.0 0.83
H -4.262434 3.570507 -2.746736 0.0 0.1 0.0 0.46
H -2.547316 4.756610 -4.020462 -0.1 0.1 -0.1 0.45
H 0.057950 4.914000 -4.644679 0.0 0.1 -0.1 0.46
H 2.302080 4.031891 -4.242561 0.0 0.1 -0.1 0.45
H 2.733208 2.245118 -2.633808 0.1 0.0 0.0 0.52
```
Forces are in eV/Å.

Properties
Highest occupied orbital energy ... -9.18 eV
LUMO level ... -2.77 eV
ΔE to the lowest compared entry with this formula, charge and spin ... 53.69 kJ/mol
Frontier orbital gap ... 6.41 eV
Net charge ... +1

Record 2
The ion C9H14N3 with charge +1 at a distorted geometry, computed with ωB97M-V/def2-TZVPD.

The geometry in XYZ format:
```
26
Properties=species:S:1:pos:R:3:forces:R:3:mulliken_charge:R:1
C 3.351866 0.775584 0.942030 -0.8 -3.6 -1.2 -1.28
C 2.196184 0.383499 0.086048 0.0 -0.1 -1.7 0.84
N 1.688441 1.272222 -0.796274 1.8 -0.2 0.8 -0.23
N 0.484666 1.293220 -1.214434 -2.0 1.3 -0.5 -0.83
N -0.331967 0.360422 -0.818088 1.3 -1.5 1.4 0.80
C -1.655468 0.167651 -0.032561 -2.4 2.8 -1.1 0.90
C -2.880863 0.349710 -0.951866 -0.1 -2.1 0.2 -1.56
C -1.771887 1.212666 1.102624 -1.5 0.7 -2.4 -1.42
C -1.219050 -1.238720 0.327921 1.2 1.4 -2.1 -0.13
C 0.095074 -0.863018 -0.336127 0.4 -2.1 0.1 0.11
C 1.120432 -1.624152 -1.059745 0.6 -0.8 -0.9 -0.98
C 1.732990 -0.944862 0.149285 -0.2 0.1 -0.7 -0.42
H 2.886754 0.607742 1.864647 0.0 0.2 2.2 0.39
H 3.704208 1.716242 0.785063 0.9 2.6 -0.3 0.38
H 4.126829 -0.023602 0.824658 -0.4 0.9 0.1 0.32
H -3.148784 1.376962 -1.115208 0.1 0.4 -0.1 0.40
H -3.749511 -0.180999 -0.509668 0.4 0.5 0.1 0.40
H -2.757330 -0.189802 -1.903281 0.2 0.4 0.1 0.39
H -2.013077 2.187690 0.515964 1.3 -1.2 1.4 0.36
H -0.903167 1.185676 1.745808 -0.1 0.5 0.4 0.39
H -2.764857 1.069512 1.579749 0.9 -0.4 0.3 0.40
H -1.693986 -1.968630 -0.305381 -0.4 -0.7 0.6 0.32
H -1.154285 -1.277004 1.361831 -0.2 -1.1 1.9 0.37
H 1.253558 -1.300276 -2.106289 0.5 0.5 0.8 0.27
H 1.319383 -2.733566 -1.072431 -1.1 1.2 0.6 0.32
H 2.083846 -1.614163 0.935729 -0.3 0.2 -0.1 0.47
```
Forces are in eV/Å.

Properties
Highest occupied orbital energy ... -13.78 eV
LUMO level ... -4.95 eV
ΔE to the lowest compared entry with this formula, charge and spin ... 464.64 kJ/mol
Frontier orbital gap ... 8.83 eV
Net charge ... +1
SMILES string ... CC1=NN=[N+]2C(C)(C)C[C@@]23C[C@@H]13

Record 3
A cluster of 8 separate species, C50H61F7NO22PS in total at a distorted geometry, computed with ωB97M-V/def2-TZVPD.

The geometry in XYZ format:
```
143
Properties=species:S:1:pos:R:3:forces:R:3:mulliken_charge:R:1
C 1.637142 -8.610336 -1.095427 1.1 3.3 2.1 -0.35
C 1.895967 -7.582837 -0.466548 -1.5 -4.5 -2.6 -1.07
C 2.023581 -6.402473 0.255559 0.0 -1.7 -1.1 0.39
C 1.190876 -6.066626 1.243208 -2.7 -3.4 0.5 -0.51
C 0.056984 -6.975426 1.562348 -1.0 1.1 0.1 -1.53
C -1.305002 -6.254324 1.412626 -0.2 -1.2 -0.3 0.15
C -2.266492 -6.965414 0.453576 -0.5 0.7 -0.1 -0.92
C -2.537847 -6.186000 -0.851591 0.1 -0.5 0.8 -1.14
C -3.887454 -5.466528 -0.809543 0.9 0.7 -0.6 -0.56
C -3.842597 -3.947022 -0.572680 -0.3 -0.3 -0.2 0.16
C -4.753615 -3.262735 -1.587640 0.1 0.3 1.0 -0.78
C -5.209998 -1.878797 -1.183925 0.4 0.5 -0.8 -1.37
C -4.097119 -0.838295 -0.981840 -1.1 -0.4 0.6 -0.32
C -4.442166 0.108151 0.152151 0.3 0.0 -0.1 -1.39
C -3.976083 -0.413422 1.489857 0.1 0.5 0.0 0.07
C -4.496478 0.364023 2.682029 0.1 -1.4 0.7 -0.76
C -4.001387 -0.301919 3.976911 0.4 0.9 -0.1 -0.45
C -2.650833 0.301190 4.345946 -0.3 -0.7 0.1 -1.27
C 1.422532 -4.950917 1.892422 -2.1 2.4 3.4 1.11
P 0.385858 -4.413875 3.303907 -1.6 -1.9 0.7 -0.22
C -0.579794 -3.005683 2.616502 0.9 -0.2 0.0 -0.88
O 1.399523 -3.774807 4.418565 -0.2 0.6 -0.6 -0.23
C 2.431195 -4.180286 1.544219 0.2 3.6 2.4 -0.39
C 3.238068 -4.475560 0.562555 2.9 2.8 -0.4 -0.03
C 3.029865 -5.597914 -0.057285 2.7 -1.7 -3.9 1.16
S 4.155744 -5.985138 -1.354133 0.3 -1.1 -0.5 -0.40
C 4.336177 -4.370806 -2.029547 -0.5 -4.4 2.3 1.01
C 4.439242 -4.173620 -3.314569 0.0 -3.1 -3.2 -0.58
C 4.558871 -2.954110 -3.793785 0.2 -0.2 -3.9 -0.62
C 4.562729 -1.968270 -2.939726 0.5 4.6 -2.1 -0.89
C 4.483744 -2.171591 -1.658864 0.0 3.5 3.4 -0.59
C 4.367927 -3.383153 -1.167924 0.1 -0.1 3.2 0.07
N 4.284012 -3.614260 0.197062 -0.1 0.3 0.7 -0.25
H 1.526099 -9.527524 -1.574964 -0.2 -0.8 -0.5 0.54
H 0.111414 -7.294440 2.589035 0.3 -0.4 0.4 0.28
H 0.067707 -7.795090 0.878241 0.1 -0.7 0.0 0.48
H -1.775949 -6.211526 2.378412 -0.1 0.2 0.5 0.60
H -1.194721 -5.248168 1.057217 0.2 0.6 -0.1 -0.42
H -3.227692 -7.010692 0.940969 -0.4 -0.3 0.3 0.43
H -1.994579 -7.991571 0.265944 0.4 -0.4 -0.1 0.56
H -1.721896 -5.487472 -0.980751 0.2 0.3 -0.3 0.46
H -2.499235 -6.868847 -1.685307 -0.1 -0.2 -0.4 0.41
H -4.521990 -5.935204 -0.079368 -0.5 -0.2 0.2 0.47
H -4.345687 -5.572761 -1.779924 -0.4 -0.3 -0.4 0.07
H -4.158293 -3.711656 0.434945 -0.1 0.1 0.4 0.02
H -2.841002 -3.556683 -0.688527 0.4 0.0 0.0 0.28
H -5.640614 -3.863746 -1.704437 -0.3 -0.3 -0.3 0.56
H -4.224779 -3.231365 -2.529707 0.0 0.0 -0.5 0.26
H -5.887309 -1.900443 -0.340917 -0.1 -0.3 0.5 0.54
H -5.787952 -1.491342 -2.009702 -0.6 0.0 -0.2 0.34
H -3.170484 -1.336997 -0.748487 0.6 0.0 -0.2 0.39
H -4.027506 -0.281424 -1.891214 0.5 0.2 -0.6 0.37
H -3.954059 1.056186 -0.027658 0.1 0.5 0.0 0.43
H -5.508711 0.302291 0.164798 -0.4 0.1 0.0 0.40
H -2.895649 -0.321947 1.498937 0.5 -0.2 0.0 0.21
H -4.190338 -1.468913 1.614097 -0.3 -0.3 -0.1 0.07
H -4.093151 1.364727 2.669441 -0.4 0.6 -0.2 0.35
H -5.576760 0.326017 2.703531 -0.4 0.5 -0.3 0.38
H -3.921681 -1.369842 3.839533 0.0 -0.4 0.0 0.34
H -4.676935 -0.119460 4.800186 -0.4 0.0 0.2 0.35
H -2.014878 0.288763 3.477454 0.5 0.1 -0.3 0.26
H -2.783375 1.320642 4.669403 0.1 0.4 0.1 0.38
H -2.166516 -0.265651 5.128131 0.2 -0.1 0.3 0.37
H -1.508274 -2.940141 3.149755 -0.4 0.2 0.3 0.33
H -0.038953 -2.068864 2.649682 0.2 0.4 0.1 0.49
H -0.781435 -3.212608 1.579462 -0.2 -0.1 -0.4 0.18
H 1.558473 -2.853741 4.188986 0.5 0.3 0.2 0.32
H 2.581110 -3.262750 2.076500 0.2 0.6 0.3 0.04
H 4.431026 -5.024250 -3.962021 -0.1 -0.4 -0.4 0.45
H 4.620156 -2.787180 -4.841126 0.1 0.1 -0.7 0.44
H 4.633255 -0.973727 -3.320393 0.1 0.7 -0.1 0.41
H 4.486717 -1.328605 -0.994168 0.0 0.4 0.4 0.51
H 4.138884 -2.733588 0.666357 0.3 0.2 0.3 0.09
O -1.813106 -0.320166 -2.916926 0.2 -0.1 0.1 -0.49
C -1.219760 0.676232 -3.134501 -0.3 0.0 0.0 0.55
O -1.563292 1.575697 -4.091987 0.3 0.0 0.1 -0.31
C -0.701606 2.708811 -3.962853 -0.1 0.1 -0.3 -0.37
C 0.490414 2.112485 -3.253178 -0.2 0.2 0.3 0.28
F 1.085999 3.030246 -2.438999 0.0 -0.2 -0.1 -0.22
O -0.092644 1.092282 -2.466959 0.0 -0.1 -0.5 -0.25
H -1.191895 3.476315 -3.362885 0.1 0.0 0.1 0.28
H -0.453473 3.124126 -4.935364 -0.1 -0.2 -0.1 0.28
H 1.239777 1.675869 -3.914826 0.1 0.1 0.1 0.25
O 3.622800 4.729183 3.172958 0.1 0.1 0.2 -0.53
C 3.481833 4.548675 2.014800 -0.1 0.1 0.0 0.56
O 2.349476 4.099032 1.430490 0.3 0.1 -0.2 -0.32
C 2.538056 4.156345 0.007015 -0.3 -0.2 0.0 0.16
C 4.041562 4.112419 -0.111717 -0.1 0.5 -0.2 0.33
F 4.481826 4.817337 -1.182228 0.1 0.0 0.1 -0.28
O 4.460454 4.769640 1.075105 -0.2 -0.5 0.1 -0.19
H 2.120319 5.088084 -0.377452 0.2 0.1 -0.1 -0.07
H 2.055897 3.323359 -0.486890 -0.1 -0.1 0.2 0.06
H 4.466492 3.107249 -0.143321 0.1 0.0 -0.1 0.27
O 1.577432 7.873301 -2.471156 0.0 -0.1 -0.2 -0.51
C 1.143273 8.144267 -1.406926 -0.2 0.0 -0.2 0.68
O 1.105488 9.389412 -0.881396 -0.1 -0.2 0.2 -0.33
C 0.387353 9.319742 0.356806 0.1 0.4 0.1 -0.11
C 0.554238 7.868042 0.733579 -0.5 -0.1 -0.1 0.35
F -0.520643 7.400423 1.413400 0.1 -0.1 0.0 -0.31
O 0.615201 7.227390 -0.532770 0.5 0.3 0.2 -0.30
H -0.655316 9.585780 0.186413 -0.1 -0.2 0.0 -0.05
H 0.810347 9.998103 1.092831 0.2 0.0 -0.1 0.31
H 1.461865 7.647160 1.299083 -0.1 -0.1 0.1 0.28
O 10.766099 6.816144 1.117388 0.2 0.1 0.0 -0.48
C 9.700151 6.467938 0.749584 0.0 0.1 0.0 0.59
O 8.529408 6.791841 1.353647 0.0 -0.2 -0.3 -0.34
C 7.463105 6.298044 0.532097 -0.3 0.0 0.3 -0.15
C 8.147799 5.194056 -0.238072 0.0 0.3 -0.4 0.34
F 7.628731 5.050929 -1.483533 0.1 -0.1 0.0 -0.29
O 9.475948 5.673239 -0.342839 -0.1 -0.2 0.4 -0.33
H 7.107467 7.096841 -0.119783 0.1 -0.1 -0.2 0.25
H 6.635544 5.940580 1.136445 0.1 0.0 0.2 0.12
H 8.148880 4.224801 0.263816 0.0 -0.1 -0.1 0.30
O 3.109102 -1.013225 3.108827 -0.2 0.0 -0.2 -0.49
C 3.937855 -1.437971 3.844958 0.1 -0.1 -0.1 0.67
O 3.722123 -2.437162 4.722419 0.5 0.3 0.1 -0.22
C 4.980986 -2.769520 5.322390 -0.1 -0.2 0.3 -0.49
C 5.761876 -1.489895 5.126972 0.3 -0.3 -0.3 0.27
F 7.083150 -1.729637 4.955906 -0.1 0.1 0.0 -0.30
O 5.217701 -0.989062 3.914066 -0.2 0.1 0.3 -0.32
H 5.427199 -3.610032 4.790479 0.1 0.1 -0.1 0.29
H 4.857538 -3.038597 6.367093 -0.2 0.1 0.0 0.26
H 5.629706 -0.749909 5.917184 0.1 0.0 0.0 0.30
O -6.046703 -2.678794 -4.381280 -0.1 0.2 0.0 -0.44
C -6.109330 -3.759262 -4.849733 -0.1 0.0 0.0 0.62
O -6.264407 -4.905635 -4.137081 0.0 -0.1 -0.3 -0.28
C -6.432063 -5.979531 -5.067987 0.1 -0.2 0.2 -0.40
C -5.779428 -5.421240 -6.311384 -0.4 0.1 -0.2 0.29
F -6.374692 -5.881881 -7.440502 0.1 0.1 0.0 -0.29
O -6.027015 -4.033722 -6.189017 0.3 -0.2 0.3 -0.32
H -7.495181 -6.171814 -5.216222 0.0 0.1 -0.2 0.26
H -5.953856 -6.886625 -4.708490 0.1 0.1 0.2 0.27
H -4.704059 -5.594337 -6.375431 0.0 -0.1 -0.1 0.29
O -2.802207 9.606986 -1.428276 0.2 -0.2 0.0 -0.47
C -3.387975 10.392341 -0.769045 -0.1 -0.1 0.0 0.65
O -4.706168 10.674164 -0.889910 0.1 0.2 0.2 -0.33
C -5.062182 11.567811 0.172659 -0.3 0.1 -0.2 -0.43
C -3.730253 12.194928 0.514178 0.0 -0.2 0.4 0.27
F -3.642779 12.504469 1.830506 0.1 0.0 -0.1 -0.27
O -2.819469 11.149088 0.221045 -0.2 0.2 -0.4 -0.27
H -5.471375 10.997522 1.006894 0.2 0.0 0.1 0.28
H -5.800053 12.293327 -0.157267 0.0 -0.1 -0.2 0.27
H -3.477118 13.074273 -0.079642 0.0 0.1 0.1 0.28
```
Forces are in eV/Å.

Properties
Highest occupied orbital energy ... -7.72 eV
LUMO level ... 0.05 eV
ΔE to the lowest compared entry with this formula, charge and spin ... 0.00 kJ/mol
Frontier orbital gap ... 7.77 eV
SMILES string ... C#Cc1c(CCCCCCCCCCCCCC)c(P(C)O)cc2c1Sc1ccccc1N2.O=C1OC[C@@H](F)O1.O=C1OC[C@@H](F)O1.O=C1OC[C@@H](F)O1.O=C1OC[C@@H](F)O1.O=C1OC[C@@H](F)O1.O=C1OC[C@@H](F)O1.O=C1OC[C@@H](F)O1

| no. | molecular weight (g mol⁻¹) |
| --- | --- |
| 1 | 892.25 |
| 2 | 164.23 |
| 3 | 1224.05 |